Entry 1:
This record from OMol25 describes a structure of composition C19H55Li2O16. The level of theory is ωB97M-V with the def2-TZVPD basis set.

```
92
Properties=species:S:1:pos:R:3:forces:R:3
Li 0.744650 2.667035 -2.830681 -0.2 -0.8 0.9
Li -2.027358 1.983535 -1.522363 0.3 -0.5 0.7
C 0.001331 -0.650893 -0.279851 0.6 -0.2 -0.3
C 0.404268 0.057464 -1.566389 -0.9 0.7 0.1
O -0.080901 1.404680 -1.584851 0.2 1.0 -1.1
H 0.679395 -1.506498 -0.188925 -0.2 0.0 0.4
H -1.022087 -1.021555 -0.261056 -0.1 0.2 -0.1
H 0.152860 0.029293 0.556454 0.0 -0.1 0.2
H -0.029648 -0.473995 -2.427986 0.4 -0.2 0.0
H 1.500984 0.055947 -1.629452 -0.1 -0.1 -0.2
C 5.746038 2.446730 0.996602 -0.2 0.5 0.1
C 4.480755 1.711537 1.418940 0.8 0.2 0.4
C 4.786579 0.724919 2.522517 -0.4 -0.7 0.1
O 3.558928 2.701995 1.900648 -0.6 -0.4 -0.2
H 6.081385 3.099252 1.808940 -0.3 0.0 0.0
H 5.520810 3.081821 0.135783 0.3 -0.1 0.0
H 6.603769 1.805595 0.802795 -0.3 -0.3 -0.3
H 4.040743 1.194791 0.556754 0.0 0.0 0.0
H 3.881221 0.219638 2.889841 0.1 0.1 -0.2
H 5.259528 1.174634 3.394469 0.1 0.3 -0.2
H 5.443028 -0.045295 2.122626 0.1 -0.1 0.1
H 2.697502 2.251127 1.944222 0.2 0.3 0.1
C -4.095984 -2.796237 1.137186 -0.7 1.0 -0.7
C -2.720014 -2.996148 1.661036 0.5 -1.3 0.3
O -2.471900 -2.350410 2.907890 -0.1 -0.1 -0.2
O -4.998444 -3.520727 1.940451 -0.1 -0.1 0.2
H -4.172197 -3.108931 0.084965 0.2 -0.2 0.1
H -4.374803 -1.728355 1.144038 0.3 0.0 0.1
H -1.946042 -2.766595 0.932192 0.0 0.6 0.1
H -2.614117 -4.083496 1.809057 0.0 0.1 0.0
H -2.858525 -2.931896 3.573156 0.0 0.3 0.1
H -5.880045 -3.188353 1.751740 -0.1 -0.2 0.1
C -3.671821 3.819573 -0.063192 -0.6 1.1 0.1
C -3.678925 2.515653 0.668161 0.9 -1.1 -0.3
O -2.412117 1.872343 0.466477 -0.1 0.2 0.0
O -3.131030 3.700977 -1.402940 0.0 -0.2 0.6
H -3.149286 4.571611 0.543287 0.5 -0.2 -0.4
H -4.688265 4.234317 -0.113075 0.0 -0.4 -0.2
H -4.409717 1.792967 0.293209 -0.5 0.4 0.2
H -3.818118 2.737501 1.725887 -0.3 -0.2 0.0
H -2.302792 1.160709 1.151504 0.0 0.4 -0.2
H -3.249196 4.551693 -1.836411 0.0 -0.1 -0.1
C 1.025816 4.981137 1.234009 1.4 -0.3 0.7
C 0.096488 3.941147 0.644145 -0.3 1.0 -0.5
O 0.482468 2.624452 0.919821 0.4 -0.4 -0.5
O 2.367586 4.920568 0.729349 -0.9 -0.5 -0.1
H 1.103931 4.815942 2.322547 -0.4 0.2 -0.1
H 0.682397 5.999142 1.055009 -0.3 -0.1 0.0
H 0.068838 4.143901 -0.445248 0.0 -0.2 0.1
H -0.920459 4.143639 1.007927 0.0 -0.1 0.1
H 0.327459 2.108012 0.086060 0.0 0.2 0.5
H 2.730700 4.074933 1.070434 0.3 0.5 -0.2
C -0.159259 0.458330 4.105513 -0.3 0.0 0.6
C -1.376148 1.259765 3.642847 0.1 -0.2 -0.8
O -2.196849 0.491940 2.708951 0.6 0.0 1.1
O -0.421072 -0.281075 5.300096 0.0 -0.2 -0.4
H 0.713815 1.103709 4.242228 -0.1 0.1 0.0
H 0.080382 -0.278169 3.336582 0.0 0.0 0.0
H -1.010712 2.142668 3.109297 -0.3 -0.1 -0.1
H -2.008739 1.548604 4.484773 0.2 0.1 0.1
H -2.261104 -0.395420 3.122298 -0.3 0.1 -0.7
H -0.340565 0.284638 6.071815 0.0 0.1 -0.1
C -0.423410 -4.058482 -1.896291 0.3 0.9 0.0
C 0.958355 -4.420483 -1.404503 -0.5 -0.7 0.2
O 1.722565 -4.948405 -2.470202 0.3 0.2 -0.3
O -1.140116 -5.176608 -2.315541 -0.3 -0.4 -0.4
H -0.338916 -3.348387 -2.730789 0.1 0.2 0.1
H -0.968748 -3.560562 -1.090689 -0.1 -0.1 0.0
H 0.818609 -5.197595 -0.645256 0.1 0.2 0.2
H 1.453397 -3.556629 -0.961252 0.1 0.1 0.0
H 1.862393 -5.887050 -2.331806 0.0 0.0 0.0
H -0.827168 -5.362247 -3.208728 -0.1 -0.3 0.1
C 4.264165 -2.559942 -2.396256 -1.0 0.1 -0.3
C 4.290271 -1.196991 -3.054815 0.7 -0.2 -0.2
O 5.565298 -0.876105 -3.602534 -0.2 0.0 -0.3
O 5.091970 -2.595157 -1.274781 0.3 0.0 0.7
H 4.530418 -3.347642 -3.108495 0.1 0.1 -0.1
H 3.215421 -2.742092 -2.119393 0.1 -0.1 0.0
H 4.130658 -0.412491 -2.314829 -0.3 -0.1 0.1
H 3.511622 -1.185220 -3.828961 0.0 0.2 0.1
H 5.675165 -1.364012 -4.426351 0.1 0.0 0.1
H 4.651471 -3.109229 -0.592896 0.2 0.0 0.0
C -3.149822 -1.582574 -3.184196 -0.1 0.0 0.3
C -3.211668 -0.097076 -3.434923 -0.1 0.1 0.5
O -3.376522 0.635245 -2.183870 0.3 -0.1 -0.4
O -4.436527 -2.084311 -2.853124 0.1 0.1 0.0
H -2.453850 -1.818986 -2.370597 0.2 0.2 -0.1
H -2.799096 -2.078080 -4.089016 -0.2 -0.1 0.0
H -4.080929 0.113431 -4.057623 0.2 0.1 -0.3
H -2.286559 0.249396 -3.896974 -0.1 0.1 0.0
H -4.316330 0.731238 -2.004948 0.0 0.1 0.0
H -4.697528 -1.648807 -2.032494 0.0 -0.3 0.0
```
Positions in Å, forces in eV/Å.

Energy relative to the best compared isomer or geometry (same formula, charge and spin) in kJ/mol: 38.74
Charge: +1

Charges obtained by Löwdin population analysis, quoted in units of e: Li 0.818; Li 0.650; C -0.068; C -0.388; O -0.509; H 0.068; H 0.057; H 0.066; H 0.092; H 0.094; C -0.047; C -0.475; C -0.058; O -0.077; H 0.090; H 0.081; H 0.084; H 0.133; H 0.076; H 0.088; H 0.082; H 0.081; C -0.267; C -0.228; O -0.058; O -0.040; H 0.118; H 0.123; H 0.093; H 0.137; H 0.108; H 0.093; C -0.208; C -0.211; O -0.159; O -0.110; H 0.121; H 0.134; H 0.122; H 0.137; H 0.063; H 0.105; C -0.231; C -0.275; O -0.087; O -0.081; H 0.128; H 0.121; H 0.112; H 0.103; H 0.036; H 0.037; C -0.224; C -0.171; O -0.116; O -0.062; H 0.120; H 0.120; H 0.106; H 0.124; H 0.075; H 0.087; C -0.288; C -0.246; O -0.056; O -0.037; H 0.119; H 0.097; H 0.133; H 0.090; H 0.095; H 0.096; C -0.272; C -0.253; O -0.058; O -0.037; H 0.126; H 0.093; H 0.108; H 0.116; H 0.088; H 0.087; C -0.236; C -0.180; O -0.136; O -0.044; H 0.106; H 0.133; H 0.134; H 0.119; H 0.092; H 0.073

---

Entry 2:
This record from OMol25 describes a cluster of 7 separate species, C19H56N10O7 in total. The level of theory is ωB97M-V with the def2-TZVPD basis set.

```
92
Properties=species:S:1:pos:R:3:forces:R:3
C -18.473907 11.672532 21.018607 0.1 -1.1 -0.8
O -17.718930 11.526267 22.199197 0.3 0.6 0.0
C -18.556974 11.200859 23.287466 0.1 0.1 0.5
C -17.794948 10.989362 24.586382 -0.4 -0.4 0.3
C -18.709962 10.144629 25.488912 0.4 -0.8 0.6
N -17.400503 12.223377 25.289938 -0.3 -0.2 -0.1
H -17.829497 11.901536 20.166096 0.2 0.5 0.3
H -19.279135 12.403303 21.108577 0.0 0.0 0.1
H -18.863912 10.685613 20.723697 -0.5 0.2 0.2
H -19.292097 11.993792 23.469665 -0.1 0.0 -0.3
H -19.098938 10.276086 23.057196 0.0 0.0 0.0
H -16.927023 10.340240 24.409626 0.0 0.2 -0.3
H -18.712094 9.115428 25.119703 0.0 0.1 -0.1
H -19.758510 10.409028 25.632824 0.1 0.6 -0.4
H -18.289839 10.068390 26.498928 0.1 0.2 -0.1
H -16.755578 11.936219 26.017571 -0.1 0.2 0.2
H -16.894600 12.900555 24.720074 -0.2 -0.1 -0.2
C -20.132764 14.916424 17.328407 0.4 -0.2 0.0
O -21.241594 14.872974 18.191842 0.0 -0.3 0.1
C -20.910674 14.584222 19.540290 0.5 -0.5 -0.4
C -20.238822 15.729894 20.254453 -0.9 1.4 0.8
C -20.047809 15.417847 21.749418 1.1 -0.8 -0.8
N -21.116288 16.918974 20.133901 0.1 0.0 -0.1
H -20.361041 14.395033 16.396559 -0.3 0.3 -0.1
H -19.259691 14.376692 17.721650 -0.1 0.1 0.2
H -19.847349 15.955317 17.142170 0.1 0.0 -0.2
H -21.834216 14.289655 20.035966 -0.1 0.3 0.1
H -20.235200 13.713863 19.559220 -0.1 0.0 0.0
H -19.261383 15.982723 19.828245 0.1 -0.4 -0.1
H -20.065146 16.311563 22.366361 -0.1 0.0 0.0
H -19.042340 14.980087 21.813652 -0.1 0.1 0.4
H -20.714659 14.643009 22.127264 -0.4 0.3 -0.1
H -20.779072 17.675438 20.719448 0.1 -0.2 0.1
H -21.073598 17.289243 19.189345 -0.2 -0.2 0.0
C -20.275311 8.941300 28.812437 -0.5 0.2 0.2
O -20.393140 10.327696 29.078594 0.5 0.0 -0.3
C -19.534275 10.770848 30.110963 -0.2 -0.3 0.5
C -19.639772 12.278942 30.201279 -0.5 0.4 0.2
C -18.904890 12.913626 31.378301 0.3 0.0 -0.1
N -21.038761 12.697845 30.371366 -0.4 0.0 -0.1
H -20.647716 8.780259 27.802850 0.1 -0.1 0.0
H -20.903829 8.377050 29.512205 0.1 -0.1 0.0
H -19.244867 8.589913 28.903378 0.1 0.0 -0.1
H -19.880847 10.343731 31.070637 0.1 0.0 0.0
H -18.514248 10.395209 29.954749 0.1 0.2 -0.1
H -19.298131 12.749999 29.277085 0.1 -0.2 -0.1
H -18.872629 13.988097 31.205371 -0.2 0.0 0.2
H -17.868178 12.609030 31.535868 -0.1 -0.3 -0.2
H -19.473551 12.711130 32.286909 0.1 0.1 0.1
H -21.651839 12.324343 29.654178 0.3 0.0 -0.2
H -21.431424 12.296233 31.219927 0.3 0.1 0.2
C -16.536326 4.105899 23.291943 0.5 -0.7 0.2
O -17.456456 5.127771 23.072145 0.1 0.4 0.1
C -18.775848 4.680324 22.941788 -0.2 -0.2 -0.3
C -19.691181 5.854565 22.657690 -0.9 -0.3 -0.2
C -19.666679 6.918759 23.734490 0.0 0.1 0.0
N -21.082328 5.381051 22.444684 0.4 -0.1 0.3
H -16.319128 3.520610 22.387253 -0.2 0.1 -0.1
H -16.874211 3.394621 24.059725 -0.1 0.1 0.0
H -15.594821 4.529210 23.640235 -0.1 0.2 -0.1
H -18.864456 3.963905 22.108068 0.1 0.0 0.0
H -19.116984 4.141661 23.840500 0.1 0.1 0.1
H -19.399527 6.314410 21.709869 0.2 0.0 0.1
H -20.448685 7.650100 23.523426 0.2 0.2 -0.1
H -18.682032 7.383597 23.737152 -0.1 0.1 0.1
H -19.867322 6.544039 24.743304 0.1 -0.3 -0.1
H -21.062661 4.506730 21.927481 -0.1 0.1 -0.1
H -21.494227 5.143397 23.343374 0.0 0.1 0.0
N -15.428712 11.897502 18.398142 -0.1 -0.1 0.2
C -16.241779 11.783572 17.300420 -0.2 0.2 -0.7
N -16.562872 12.958935 16.650932 0.3 -0.8 0.7
O -16.667278 10.714005 16.905440 0.1 0.1 0.3
H -15.100112 11.027030 18.775809 0.1 0.0 0.0
H -14.953051 12.745404 18.641586 0.1 0.0 -0.1
H -17.160078 12.823830 15.857473 0.0 0.4 -0.1
H -16.161949 13.832729 16.927424 -0.2 0.2 -0.3
N -20.204159 13.926965 24.923935 -0.5 -0.4 0.6
C -21.133278 13.620905 25.899647 0.5 0.1 0.0
N -20.542524 12.792166 26.833814 -0.2 0.3 -0.6
O -22.275337 14.026138 25.928205 -0.1 0.0 0.1
H -20.388529 14.617356 24.224909 0.0 -0.1 -0.1
H -19.396520 13.328180 24.943244 0.5 0.6 -0.5
H -19.540235 12.729595 26.761265 0.0 -0.3 0.5
H -21.033858 12.469987 27.642779 0.0 0.0 0.0
N -16.154162 13.990191 21.514779 -0.3 0.8 0.5
C -15.807577 14.763152 22.608001 0.4 0.0 0.4
N -14.851071 15.720263 22.404081 0.0 -0.5 -0.5
O -16.347319 14.597793 23.692380 -0.2 0.4 -0.2
H -15.447645 13.635659 20.897825 0.0 -0.1 0.0
H -16.907884 13.382252 21.802326 0.4 -0.7 -0.3
H -14.655555 16.425720 23.087526 0.0 -0.2 0.2
H -14.337403 15.714017 21.542567 -0.1 0.3 0.0
```
Positions in Å, forces in eV/Å.

Energy relative to the best compared isomer or geometry (same formula, charge and spin) in kJ/mol: 112.11
Charge: 0

Charges obtained by Löwdin population analysis, quoted in units of e: C -0.110; O -0.198; C -0.199; C -0.400; C -0.072; N 0.055; H 0.076; H 0.073; H 0.101; H 0.115; H 0.124; H 0.139; H 0.049; H 0.076; H 0.075; H 0.080; H 0.040; C -0.122; O -0.176; C -0.213; C -0.428; C -0.055; N 0.039; H 0.086; H 0.074; H 0.085; H 0.136; H 0.109; H 0.128; H 0.080; H 0.065; H 0.070; H 0.063; H 0.065; C -0.104; O -0.213; C -0.217; C -0.440; C -0.065; N 0.038; H 0.083; H 0.089; H 0.084; H 0.133; H 0.124; H 0.122; H 0.079; H 0.075; H 0.075; H 0.058; H 0.074; C -0.127; O -0.176; C -0.240; C -0.436; C -0.074; N 0.032; H 0.089; H 0.089; H 0.087; H 0.126; H 0.131; H 0.140; H 0.082; H 0.065; H 0.085; H 0.062; H 0.067; N 0.146; C -0.683; N 0.149; O 0.032; H 0.107; H 0.080; H 0.102; H 0.087; N 0.158; C -0.654; N 0.160; O 0.033; H 0.066; H 0.037; H 0.067; H 0.066; N 0.162; C -0.646; N 0.155; O 0.020; H 0.078; H 0.056; H 0.104; H 0.090